1.
# C3H7NO2Se

A 2-piece molecular cluster, C3H7NO2Se overall (ωB97M-V/def2-TZVPD, the OMol25 dataset).

## Properties
Gap between HOMO and LUMO (alpha / beta) ... 0.2805 / 0.2854 hartree
DFT total energy ... -74152.2343 eV
ΔE to the lowest compared entry with this formula, charge and spin ... 274.35 kJ/mol
E_HOMO (alpha / beta) ... -8.09 / -8.41 eV
Strongest force on any atom ... 5.1 eV/A
LUMO level (alpha / beta) ... -0.5 / -0.6 eV

Geometry as XYZ:
```
14
Properties=species:S:1:pos:R:3:lowdin_charge:R:1
C -1.52 0.30 0.40 -0.54
C 1.42 1.12 -1.03 -0.36
C -0.98 -0.68 -0.39 -0.15
N -0.14 -1.68 0.02 0.04
O -2.29 1.21 0.04 0.03
O -1.27 0.28 1.81 0.01
Se 2.61 0.02 0.04 0.78
H 1.30 0.69 -2.09 0.02
H 0.56 1.54 -0.63 -0.06
H -1.26 -0.67 -1.42 0.12
H 0.13 -2.40 -0.68 0.11
H -1.71 1.13 2.10 0.13
H 0.81 -1.41 0.50 0.02
H 2.35 0.55 1.33 -0.17
```

=====

2.
# C3H7NO3

A 2-piece molecular cluster, C3H7NO3 overall (ωB97M-V/def2-TZVPD, the OMol25 dataset).

## Properties
Gap between HOMO and LUMO (alpha / beta) ... 0.2924 / 0.2900 hartree
DFT total energy ... -10851.2412 eV
ΔE to the lowest compared entry with this formula, charge and spin ... 687.61 kJ/mol
E_HOMO (alpha / beta) ... -8.71 / -8.47 eV
Strongest force on any atom ... 5.0 eV/A
LUMO level (alpha / beta) ... -0.8 / -0.6 eV

Geometry as XYZ:
```
14
Properties=species:S:1:pos:R:3:lowdin_charge:R:1
C 1.04 -0.64 1.26 0.14
C -0.82 -0.93 -1.07 0.01
C -0.07 0.23 -0.56 -0.34
N -0.70 1.16 0.33 -0.42
O -1.76 0.90 0.78 0.11
O -0.12 2.22 0.56 0.03
O 1.02 0.83 -1.10 0.01
H 1.13 0.40 1.51 0.03
H 1.86 -1.11 0.76 0.03
H 0.30 -1.23 1.66 0.00
H -1.41 -1.40 -0.33 0.09
H -0.15 -1.64 -1.35 0.06
H -1.43 -0.54 -1.86 0.10
H 1.10 1.75 -0.60 0.16
```

=====

3.
# C3H7NO3

A 2-piece molecular cluster, C3H7NO3 overall (ωB97M-V/def2-TZVPD, the OMol25 dataset).

## Properties
Gap between HOMO and LUMO ... 0.3581 hartree
DFT total energy ... -10850.0359 eV
ΔE to the lowest compared entry with this formula, charge and spin ... 803.91 kJ/mol
E_HOMO ... -8.98 eV
Strongest force on any atom ... 2.6 eV/A
LUMO level ... 0.8 eV

Geometry as XYZ:
```
14
Properties=species:S:1:pos:R:3:lowdin_charge:R:1
C -1.33 -1.04 0.56 -0.18
C 0.05 -0.33 0.48 -0.05
C -2.32 -0.11 -0.19 -0.22
N -0.19 0.75 -0.13 -0.02
O -1.58 1.05 -0.49 -0.13
O 3.30 0.70 0.50 -0.10
O 3.65 0.05 -0.75 -0.09
H -1.32 -2.10 0.25 0.11
H -1.61 -1.00 1.63 0.10
H 2.83 -0.45 -0.94 0.08
H 3.73 1.56 0.47 0.08
H -2.48 -0.56 -1.16 0.10
H -3.35 0.20 0.31 0.16
H 0.64 1.28 -0.53 0.17
```

=====

4.
# C3H7NO3

A single C3H7NO3 molecule (ωB97M-V/def2-TZVPD, the OMol25 dataset).

## Properties
Gap between HOMO and LUMO ... 0.3731 hartree
DFT total energy ... -10855.3576 eV
ΔE to the lowest compared entry with this formula, charge and spin ... 290.44 kJ/mol
SMILES ... C[C@@H](O)C(=O)NO
E_HOMO ... -9.61 eV
Strongest force on any atom ... 3.4 eV/A
LUMO level ... 0.5 eV

Geometry as XYZ:
```
14
Properties=species:S:1:pos:R:3:lowdin_charge:R:1
C -0.15 0.53 -0.72 -0.39
C -0.78 1.57 0.17 -0.02
N 0.79 -1.02 0.87 0.03
C -0.18 -0.87 -0.12 -0.43
O 0.72 -2.23 1.59 -0.02
O 1.14 0.93 -1.11 -0.02
O -1.10 -1.69 -0.26 0.06
H -0.03 -2.70 1.18 0.09
H 1.42 0.34 -1.84 0.12
H 1.72 -0.64 0.71 0.15
H -0.74 0.20 -1.65 0.17
H -0.11 1.86 0.98 0.09
H -1.00 2.47 -0.42 0.09
H -1.71 1.23 0.63 0.10
```

=====

5.
# C3H7NO3

A 3-piece molecular cluster, C3H7NO3 overall (ωB97M-V/def2-TZVPD, the OMol25 dataset).

## Properties
Gap between HOMO and LUMO ... 0.3612 hartree
DFT total energy ... -10854.2281 eV
ΔE to the lowest compared entry with this formula, charge and spin ... 399.42 kJ/mol
E_HOMO ... -9.27 eV
Strongest force on any atom ... 5.4 eV/A
LUMO level ... 0.6 eV

Geometry as XYZ:
```
14
Properties=species:S:1:pos:R:3:lowdin_charge:R:1
C 0.39 -1.42 1.44 -0.06
C 0.44 0.75 0.33 -0.56
O 1.03 -0.19 1.09 -0.05
O 0.99 1.81 0.12 0.05
H -1.14 0.96 1.34 0.19
H 1.04 -1.87 2.19 0.09
H 0.33 -2.09 0.58 0.09
H -0.61 -1.24 1.84 0.09
N -0.11 0.92 -2.11 0.18
C -0.34 0.05 -1.13 -0.45
O -0.87 -1.03 -1.20 0.05
H 0.42 1.75 -1.89 0.10
H -0.44 0.73 -3.05 0.12
H -1.13 0.87 0.45 0.15
```

=====

6.
# C3H7NO3

C3H7NO3 as an isolated structure (ωB97M-V/def2-TZVPD, the OMol25 dataset).

## Properties
Gap between HOMO and LUMO ... 0.3167 hartree
DFT total energy ... -10854.2419 eV
ΔE to the lowest compared entry with this formula, charge and spin ... 398.09 kJ/mol
E_HOMO ... -8.91 eV
Strongest force on any atom ... 0.5 eV/A
LUMO level ... -0.3 eV

Geometry as XYZ:
```
14
Properties=species:S:1:pos:R:3:lowdin_charge:R:1
C -0.26 -1.42 -1.10 0.14
C 1.58 0.60 0.48 -0.21
N -0.97 -1.03 -0.10 0.11
C -1.13 0.51 -0.13 -0.65
O 0.68 0.57 -0.59 -0.25
O -1.18 0.88 1.19 0.07
O -1.75 1.03 -1.02 0.07
H -1.58 1.75 1.21 0.13
H -0.88 -1.47 0.80 0.15
H 0.28 -2.36 -1.06 0.12
H -0.34 -0.88 -2.03 0.11
H 2.61 0.63 0.10 0.07
H 1.50 -0.29 1.14 0.07
H 1.43 1.48 1.12 0.07
```

=====

7.
# C3H7NO3

A 2-piece molecular cluster, C3H7NO3 overall (ωB97M-V/def2-TZVPD, the OMol25 dataset).

## Properties
Gap between HOMO and LUMO ... 0.3849 hartree
DFT total energy ... -10854.4030 eV
ΔE to the lowest compared entry with this formula, charge and spin ... 382.54 kJ/mol
SMILES ... C/C=N\O.O=CO
E_HOMO ... -9.65 eV
Strongest force on any atom ... 3.9 eV/A
LUMO level ... 0.8 eV

Geometry as XYZ:
```
14
Properties=species:S:1:pos:R:3:lowdin_charge:R:1
C 1.22 0.44 -0.55 -0.04
C 0.60 -0.91 -0.22 -0.23
C -2.27 -0.12 0.08 -0.44
N 0.43 -1.27 0.94 -0.06
O 0.72 -0.47 1.97 -0.03
O -2.61 -1.30 0.59 0.05
O -2.09 0.86 0.73 0.08
H 0.57 0.93 -1.28 0.09
H 1.35 1.10 0.29 0.06
H 2.12 0.28 -0.97 0.04
H 0.22 -1.53 -0.97 0.10
H -1.95 -0.33 -0.94 0.13
H -3.08 -1.35 1.48 0.16
H 0.84 0.43 1.56 0.08
```

=====

8.
# C3H7NO3S

C3H7NO3S as an isolated structure (ωB97M-V/def2-TZVPD, the OMol25 dataset).

## Properties
Gap between HOMO and LUMO ... 0.3720 hartree
DFT total energy ... -21688.8140 eV
ΔE to the lowest compared entry with this formula, charge and spin ... 304.85 kJ/mol
E_HOMO ... -9.46 eV
Strongest force on any atom ... 6.1 eV/A
LUMO level ... 0.7 eV

Geometry as XYZ:
```
15
Properties=species:S:1:pos:R:3:lowdin_charge:R:1
C 0.08 0.61 1.34 -0.20
C -0.17 0.23 -0.09 -0.42
C -1.34 -1.45 -0.32 0.08
N -0.45 1.25 -0.99 0.03
O 2.24 0.75 -1.07 -0.27
O 2.18 -1.47 -0.18 -0.25
O 1.52 0.46 1.36 -0.20
S 1.65 -0.17 -0.16 0.67
H -0.27 1.57 1.62 0.11
H -0.50 0.01 2.07 0.13
H -2.04 -1.48 0.62 0.08
H -0.69 -2.22 -0.50 -0.01
H -2.02 -1.17 -1.10 0.02
H -0.07 0.86 -1.89 0.12
H -0.12 2.21 -0.72 0.12
```

=====

9.
# C3H7NO4

A 2-piece molecular cluster, C3H7NO4 overall (ωB97M-V/def2-TZVPD, the OMol25 dataset).

## Properties
Gap between HOMO and LUMO ... 0.4068 hartree
DFT total energy ... -12905.2764 eV
ΔE to the lowest compared entry with this formula, charge and spin ... 68.52 kJ/mol
SMILES ... CC(N)(O)O.O=C=O
E_HOMO ... -10.52 eV
Strongest force on any atom ... 2.1 eV/A
LUMO level ... 0.6 eV

Geometry as XYZ:
```
15
Properties=species:S:1:pos:R:3:lowdin_charge:R:1
C -0.72 1.09 -0.90 0.01
C -0.70 -0.78 2.07 -0.50
O 0.03 0.10 2.42 0.11
O -1.65 -1.43 2.18 0.17
H 1.02 0.72 1.17 0.11
H -0.36 2.02 -1.32 0.10
H -1.38 0.60 -1.61 0.09
H -1.25 1.28 0.03 0.09
C 0.49 0.20 -0.62 -0.69
N -0.04 -1.08 0.11 0.12
O 1.11 -0.14 -1.82 0.04
O 1.41 0.76 0.22 0.02
H 2.07 -0.09 -1.67 0.11
H 0.74 -1.73 0.17 0.12
H -0.79 -1.52 -0.41 0.11
```

=====

10.
# C3H7NOP

A 2-piece molecular cluster, C3H7NOP overall (ωB97M-V/def2-TZVPD, the OMol25 dataset).

## Properties
Gap between HOMO and LUMO ... 0.3143 hartree
DFT total energy ... -16041.1744 eV
ΔE to the lowest compared entry with this formula, charge and spin ... 90.97 kJ/mol
E_HOMO ... -13.97 eV
Strongest force on any atom ... 3.2 eV/A
LUMO level ... -5.4 eV
Net charge ... +1

Geometry as XYZ:
```
13
Properties=species:S:1:pos:R:3:lowdin_charge:R:1
C -2.34 -1.24 0.34 -0.11
C -0.93 -1.22 -0.08 -0.01
C -1.50 0.00 0.04 -0.41
N 2.32 0.72 -0.06 0.17
O 0.10 1.94 -0.31 -0.45
P -1.35 1.67 -0.44 1.00
H -3.05 -1.67 -0.43 0.12
H -2.45 -1.44 1.48 0.14
H -0.04 -1.63 -0.47 0.10
H 2.18 0.10 0.76 0.12
H 3.09 1.29 0.25 0.10
H 1.24 1.27 -0.12 0.05
H 2.73 0.21 -0.96 0.19
```

=====

11.
# C3H7NOS

A single C3H7NOS molecule (ωB97M-V/def2-TZVPD, the OMol25 dataset).

## Properties
Gap between HOMO and LUMO ... 0.3483 hartree
DFT total energy ... -17594.9365 eV
ΔE to the lowest compared entry with this formula, charge and spin ... 288.76 kJ/mol
E_HOMO ... -8.73 eV
Strongest force on any atom ... 5.2 eV/A
LUMO level ... 0.8 eV

Geometry as XYZ:
```
13
Properties=species:S:1:pos:R:3:lowdin_charge:R:1
C -1.90 -1.46 0.07 0.03
C -1.22 -0.41 0.70 -0.23
C -0.37 0.58 -0.05 -0.39
N 2.16 1.17 -0.73 -0.16
O 1.54 -0.97 0.54 -0.46
S 1.29 0.43 0.56 0.80
H -2.53 -2.12 0.68 0.05
H -1.17 -0.24 1.73 0.07
H -1.89 -1.54 -1.05 0.07
H -0.47 0.43 -1.14 0.10
H -0.80 1.55 0.27 0.10
H 2.81 0.49 -0.89 -0.02
H 2.57 2.08 -0.69 0.05
```

=====

12.
# C3H7NOS

C3H7NOS as an isolated structure (ωB97M-V/def2-TZVPD, the OMol25 dataset).

## Properties
Gap between HOMO and LUMO ... 0.3675 hartree
DFT total energy ... -17594.1923 eV
ΔE to the lowest compared entry with this formula, charge and spin ... 360.57 kJ/mol
E_HOMO ... -9.31 eV
Strongest force on any atom ... 6.8 eV/A
LUMO level ... 0.7 eV

Geometry as XYZ:
```
13
Properties=species:S:1:pos:R:3:lowdin_charge:R:1
C -2.56 -0.03 0.15 -0.11
C 0.00 0.05 -0.14 -0.88
C 2.93 0.28 -0.13 -0.21
H -3.61 -0.89 -0.13 0.16
H -2.32 0.17 1.51 0.16
H -2.63 1.00 -0.32 0.04
H -1.35 -1.68 -0.53 0.09
H 3.72 -0.37 -0.27 -0.02
H 3.12 0.67 0.90 0.04
H 2.56 1.01 -0.86 0.04
N -1.22 -0.69 -0.34 -0.12
O 0.01 1.35 0.01 -0.12
S 1.33 -0.88 0.16 0.92
```

=====

13.
# C3H7NOS

A 3-piece molecular cluster, C3H7NOS overall (ωB97M-V/def2-TZVPD, the OMol25 dataset).

## Properties
Gap between HOMO and LUMO ... 0.2058 hartree
DFT total energy ... -17588.1999 eV
ΔE to the lowest compared entry with this formula, charge and spin ... 938.74 kJ/mol
E_HOMO ... -9.16 eV
Strongest force on any atom ... 7.3 eV/A
LUMO level ... -3.6 eV

Geometry as XYZ:
```
13
Properties=species:S:1:pos:R:3:lowdin_charge:R:1
C 0.15 -0.54 -0.25 -0.31
C -0.64 0.27 0.88 -0.07
S 3.54 0.00 0.69 0.10
C -1.36 -0.28 -0.62 -0.48
N 1.07 0.41 -0.76 0.05
O -1.85 0.63 -1.30 -0.03
H -0.80 1.32 0.66 0.09
H -1.80 -1.33 -0.80 0.15
H -2.22 0.04 1.21 0.29
H -0.02 0.16 1.80 0.10
H 0.54 -1.48 0.14 0.14
H 1.79 0.68 -0.06 -0.13
H 1.59 0.12 -1.59 0.10
```

=====

14.
# C3H7NOS

A single C3H7NOS molecule (ωB97M-V/def2-TZVPD, the OMol25 dataset).

## Properties
Gap between HOMO and LUMO ... 0.3423 hartree
DFT total energy ... -17593.8708 eV
ΔE to the lowest compared entry with this formula, charge and spin ... 391.58 kJ/mol
SMILES ... CCS/C=N\O
E_HOMO ... -8.68 eV
Strongest force on any atom ... 4.6 eV/A
LUMO level ... 0.6 eV

Geometry as XYZ:
```
13
Properties=species:S:1:pos:R:3:lowdin_charge:R:1
C 1.17 1.63 -0.65 -0.19
C 0.48 0.34 -0.21 -0.48
C -1.15 -0.82 1.46 -0.60
H 1.75 1.79 -1.58 0.06
H 0.32 2.37 -0.90 0.08
H 1.90 2.05 0.19 0.11
H -0.15 -0.07 -0.99 0.05
H 1.01 -0.52 0.08 0.06
H -1.34 -1.20 2.45 0.07
H -1.09 -2.71 -1.14 0.21
N -1.24 -1.87 0.75 -0.10
O -0.88 -1.79 -0.56 -0.18
S -0.80 0.80 1.11 0.91
```

=====

15.
# C3H7NOS

A single C3H7NOS molecule (ωB97M-V/def2-TZVPD, the OMol25 dataset).

## Properties
Gap between HOMO and LUMO ... 0.3311 hartree
DFT total energy ... -17593.4101 eV
ΔE to the lowest compared entry with this formula, charge and spin ... 436.03 kJ/mol
SMILES ... C=C[S@@](=C)(N)=O
E_HOMO ... -8.35 eV
Strongest force on any atom ... 1.6 eV/A
LUMO level ... 0.7 eV

Geometry as XYZ:
```
13
Properties=species:S:1:pos:R:3:lowdin_charge:R:1
C 0.69 0.57 -0.90 -0.24
C 1.16 1.75 -0.57 0.00
C -0.95 -0.31 1.63 -0.26
N -0.86 -1.48 -0.83 -0.13
O 1.16 -1.52 0.67 -0.36
S 0.07 -0.64 0.33 0.67
H 0.64 0.17 -1.90 0.07
H 1.55 2.46 -1.29 0.06
H 1.18 2.07 0.46 0.07
H -0.35 -0.22 2.52 0.00
H -1.51 0.58 1.41 -0.01
H -1.74 -1.02 -1.00 0.06
H -1.03 -2.42 -0.52 0.06
```

=====

16.
# C3H7NOS

C3H7NOS as an isolated structure (ωB97M-V/def2-TZVPD, the OMol25 dataset).

## Properties
Gap between HOMO and LUMO ... 0.2657 hartree
DFT total energy ... -17589.1849 eV
ΔE to the lowest compared entry with this formula, charge and spin ... 843.71 kJ/mol
E_HOMO ... -9.32 eV
Strongest force on any atom ... 7.9 eV/A
LUMO level ... -2.1 eV

Geometry as XYZ:
```
13
Properties=species:S:1:pos:R:3:lowdin_charge:R:1
C -2.29 -0.11 0.14 -0.17
C -0.17 0.18 -0.41 -0.34
C 1.08 -0.42 -0.23 -0.36
H -2.82 -0.47 1.15 0.13
H -2.42 1.01 -0.14 0.12
H -2.47 -1.13 -0.72 0.17
H 0.05 1.36 -0.32 0.17
H -0.81 -0.06 -1.40 0.16
H 1.11 -1.44 -0.12 0.10
H 4.15 1.26 1.75 0.11
N 1.95 0.42 -0.26 -0.27
O -1.03 -0.29 0.49 -0.24
S 3.67 -0.30 0.07 0.42
```

=====

17.
# C3H7NOS2

A single C3H7NOS2 molecule (ωB97M-V/def2-TZVPD, the OMol25 dataset).

## Properties
Gap between HOMO and LUMO ... 0.3432 hartree
DFT total energy ... -28430.6079 eV
ΔE to the lowest compared entry with this formula, charge and spin ... 254.15 kJ/mol
SMILES ... N[C@H](C=O)CSS
E_HOMO ... -8.78 eV
Strongest force on any atom ... 6.1 eV/A
LUMO level ... 0.6 eV

Geometry as XYZ:
```
14
Properties=species:S:1:pos:R:3:lowdin_charge:R:1
N -1.96 -0.02 -0.97 0.08
C -0.93 -1.05 -0.46 -0.41
C -1.57 -2.25 0.23 -0.24
O -2.73 -2.30 0.49 0.07
C 0.21 -0.51 0.43 -0.47
S 1.04 0.85 -0.52 0.34
S 2.17 1.98 0.65 0.28
H -2.85 -0.47 -0.74 0.07
H -1.97 0.68 -0.37 -0.02
H -0.53 -1.50 -1.37 0.13
H -0.87 -3.12 0.34 0.14
H 0.98 -1.32 0.84 0.13
H -0.22 0.35 1.11 0.08
H 3.27 1.58 -0.13 -0.16
```

=====

18.
# C3H7NOSi

A single C3H7NOSi molecule (ωB97M-V/def2-TZVPD, the OMol25 dataset).

## Properties
Gap between HOMO and LUMO ... 0.3675 hartree
DFT total energy ... -14638.1033 eV
ΔE to the lowest compared entry with this formula, charge and spin ... 149.44 kJ/mol
SMILES ... O=C1C[SiH2]CN1
E_HOMO ... -9.25 eV
Strongest force on any atom ... 6.1 eV/A
LUMO level ... 0.8 eV

Geometry as XYZ:
```
13
Properties=species:S:1:pos:R:3:lowdin_charge:R:1
C -1.62 -0.50 0.03 -0.61
C -1.30 0.48 1.11 -0.14
C 0.73 -0.71 -1.07 -0.22
N -0.70 -1.07 -0.79 -0.03
O -2.82 -0.83 -0.10 -0.01
Si 0.72 0.68 0.48 0.81
H -1.80 1.45 1.08 0.07
H -1.32 -0.04 2.10 0.08
H 1.26 -1.65 -0.92 0.07
H -1.19 -1.71 -1.32 0.10
H 0.72 1.99 -0.15 -0.08
H 0.85 -0.39 -2.02 0.01
H 2.10 0.26 1.13 -0.05
```

=====

19.
# C3H7NP2

A single C3H7NP2 molecule (ωB97M-V/def2-TZVPD, the OMol25 dataset).

## Properties
Gap between HOMO and LUMO ... 0.2873 hartree
DFT total energy ... -23290.3220 eV
ΔE to the lowest compared entry with this formula, charge and spin ... 33.99 kJ/mol
SMILES ... CP1#P=CCN1
E_HOMO ... -8.03 eV
Strongest force on any atom ... 5.0 eV/A
LUMO level ... -0.2 eV

Geometry as XYZ:
```
13
Properties=species:S:1:pos:R:3:lowdin_charge:R:1
C -0.90 1.89 -0.06 -0.40
C 0.33 1.32 -0.74 -0.42
C -0.68 -2.04 0.61 -0.39
N 0.20 -0.11 -1.10 -0.35
P -2.21 0.68 0.32 0.63
P -1.34 -0.93 -0.73 0.53
H -0.98 2.90 0.27 0.01
H 0.48 1.89 -1.72 0.12
H 1.28 1.48 -0.16 0.11
H -1.44 -2.13 1.48 0.04
H 0.06 -1.49 1.23 0.03
H -0.28 -2.96 0.25 0.00
H 0.59 -0.10 -2.10 0.09
```